# 1
DFT (ωB97M-V/def2-TZVPD) results for a structure of composition C17H24N3O4RhS.

XYZ file:
```
50
Properties=species:S:1:pos:R:3:lowdin_charge:R:1
Rh -0.769 -0.360 0.416 1.08
C -0.092 -2.426 4.082 -0.01
C 0.292 -1.536 2.928 -0.47
O -0.623 -0.766 2.447 -0.16
C 1.583 -1.506 2.475 -0.07
C 2.022 -0.683 1.392 -0.34
C 3.487 -0.659 1.053 -0.03
N 1.213 0.050 0.679 -0.10
N 1.800 0.869 -0.286 0.09
C 0.922 1.278 -1.133 -0.46
O -0.323 0.882 -1.167 -0.21
C 1.335 2.286 -2.147 -0.15
C 2.678 2.477 -2.459 -0.03
C 3.044 3.429 -3.396 -0.08
C 2.075 4.205 -4.020 -0.09
C 0.735 4.011 -3.718 -0.08
C 0.365 3.048 -2.789 -0.03
H -1.174 -2.454 4.184 0.08
H 0.342 -2.046 5.009 0.09
H 0.288 -3.437 3.927 0.08
H 2.318 -2.123 2.972 0.11
H 4.039 -1.337 1.702 0.07
H 3.876 0.352 1.169 0.09
H 3.632 -0.932 0.008 0.08
H 3.420 1.868 -1.960 0.11
H 4.089 3.566 -3.644 0.10
H 2.364 4.953 -4.748 0.10
H -0.022 4.607 -4.211 0.10
H -0.676 2.879 -2.549 0.11
N -1.746 1.387 1.163 -0.03
C -3.218 1.443 1.309 -0.20
C -3.853 0.607 0.217 -0.11
C -3.693 -0.837 0.635 -0.64
O -4.555 -1.412 1.268 0.07
O -2.549 -1.360 0.287 -0.23
H -1.274 1.610 2.033 0.11
H -1.442 2.034 0.441 0.10
H -3.564 2.477 1.256 0.12
H -3.483 1.049 2.289 0.13
H -3.311 0.777 -0.716 0.11
H -4.906 0.848 0.085 0.12
C 0.420 -3.510 0.223 -0.33
S 0.048 -2.212 -0.966 0.88
C -1.442 -2.933 -1.662 -0.34
H 0.539 -4.451 -0.313 0.05
H -0.389 -3.581 0.948 0.06
H 1.346 -3.250 0.722 0.02
H -2.220 -2.968 -0.909 0.03
H -1.195 -3.923 -2.045 0.05
H -1.754 -2.289 -2.482 0.05
```

Gap between HOMO and LUMO ... 7.44 eV
HOMO energy ... -7.58 eV
Energy relative to the best compared isomer or geometry (same formula, charge and spin) ... 1.266 eV
Lowest unoccupied orbital energy ... -0.141 eV

# 2
DFT (ωB97M-V/def2-TZVPD) results for an isolated molecule of C17H24N4O3.

XYZ file:
```
48
Properties=species:S:1:pos:R:3:lowdin_charge:R:1
C -0.961 2.217 -0.174 -0.34
C 0.480 2.650 -0.403 -0.44
C -1.379 1.113 -1.212 -0.10
C -2.618 0.374 -0.878 -0.14
C -3.980 0.839 -0.963 0.03
C -2.708 -0.976 -0.332 -0.16
C -4.025 -1.208 -0.156 -0.33
C -1.735 -1.893 0.080 0.03
C -4.628 -2.383 0.229 -0.04
C -2.391 -3.103 0.471 -0.08
C -3.774 -3.408 0.523 -0.10
C 1.208 0.524 0.640 -0.29
C 1.650 0.590 2.054 -0.48
C 1.976 -0.535 -0.115 -0.19
C 3.382 -0.353 -0.159 -0.26
C 4.039 -1.548 -0.751 -0.23
C 5.515 -1.471 -0.741 -0.39
H -1.376 4.112 0.280 0.11
H -1.888 3.656 -1.462 0.15
H -0.995 1.791 0.896 0.17
H -0.406 0.461 -1.306 0.13
H -1.437 1.680 -2.148 0.12
H -4.418 1.824 -1.230 0.12
H -5.775 -0.323 -0.294 0.14
H -0.673 -1.812 0.133 0.08
H -5.751 -2.432 0.430 0.14
H -1.732 -3.936 0.602 0.08
H -4.240 -4.417 0.463 0.12
H 2.404 1.773 -0.161 0.17
H 0.160 0.305 0.697 0.12
H 1.775 -1.505 0.354 0.14
H 1.441 -0.425 -1.096 0.14
H 3.808 -0.286 0.839 0.13
H 3.615 0.669 -0.629 0.15
H 3.490 -1.969 -1.656 0.14
H 3.751 -2.326 0.016 0.14
H 5.750 -0.463 -1.192 0.13
H 5.878 -1.235 0.164 0.07
H 5.660 -3.448 -1.485 0.17
H 6.382 -2.052 -2.617 0.14
H 1.293 2.456 1.911 0.08
N -1.852 3.383 -0.353 0.02
N -4.796 -0.148 -0.310 0.08
N 1.424 1.874 0.241 0.07
N 6.335 -2.396 -1.495 -0.08
O 0.801 3.580 -1.130 0.08
O 2.085 -0.340 2.719 0.11
O 1.513 1.802 2.563 0.14
```

SMILES ... NCCCC[C@H](NC(=O)[C@@H](N)Cc1c[nH]c2ccccc12)C(=O)O
Gap between HOMO and LUMO ... 8.70 eV
HOMO energy ... -8.18 eV
Energy relative to the best compared isomer or geometry (same formula, charge and spin) ... 6.010 eV
Lowest unoccupied orbital energy ... 0.527 eV

Question: HOMO energy of number 1 (C17H24N3O4RhS)?
Answer: -7.58 eV

Repeat the second record exactly.
DFT (ωB97M-V/def2-TZVPD) results for an isolated molecule of C17H24N4O3.

XYZ file:
```
48
Properties=species:S:1:pos:R:3:lowdin_charge:R:1
C -0.961 2.217 -0.174 -0.34
C 0.480 2.650 -0.403 -0.44
C -1.379 1.113 -1.212 -0.10
C -2.618 0.374 -0.878 -0.14
C -3.980 0.839 -0.963 0.03
C -2.708 -0.976 -0.332 -0.16
C -4.025 -1.208 -0.156 -0.33
C -1.735 -1.893 0.080 0.03
C -4.628 -2.383 0.229 -0.04
C -2.391 -3.103 0.471 -0.08
C -3.774 -3.408 0.523 -0.10
C 1.208 0.524 0.640 -0.29
C 1.650 0.590 2.054 -0.48
C 1.976 -0.535 -0.115 -0.19
C 3.382 -0.353 -0.159 -0.26
C 4.039 -1.548 -0.751 -0.23
C 5.515 -1.471 -0.741 -0.39
H -1.376 4.112 0.280 0.11
H -1.888 3.656 -1.462 0.15
H -0.995 1.791 0.896 0.17
H -0.406 0.461 -1.306 0.13
H -1.437 1.680 -2.148 0.12
H -4.418 1.824 -1.230 0.12
H -5.775 -0.323 -0.294 0.14
H -0.673 -1.812 0.133 0.08
H -5.751 -2.432 0.430 0.14
H -1.732 -3.936 0.602 0.08
H -4.240 -4.417 0.463 0.12
H 2.404 1.773 -0.161 0.17
H 0.160 0.305 0.697 0.12
H 1.775 -1.505 0.354 0.14
H 1.441 -0.425 -1.096 0.14
H 3.808 -0.286 0.839 0.13
H 3.615 0.669 -0.629 0.15
H 3.490 -1.969 -1.656 0.14
H 3.751 -2.326 0.016 0.14
H 5.750 -0.463 -1.192 0.13
H 5.878 -1.235 0.164 0.07
H 5.660 -3.448 -1.485 0.17
H 6.382 -2.052 -2.617 0.14
H 1.293 2.456 1.911 0.08
N -1.852 3.383 -0.353 0.02
N -4.796 -0.148 -0.310 0.08
N 1.424 1.874 0.241 0.07
N 6.335 -2.396 -1.495 -0.08
O 0.801 3.580 -1.130 0.08
O 2.085 -0.340 2.719 0.11
O 1.513 1.802 2.563 0.14
```

SMILES ... NCCCC[C@H](NC(=O)[C@@H](N)Cc1c[nH]c2ccccc12)C(=O)O
Gap between HOMO and LUMO ... 8.70 eV
HOMO energy ... -8.18 eV
Energy relative to the best compared isomer or geometry (same formula, charge and spin) ... 6.010 eV
Lowest unoccupied orbital energy ... 0.527 eV

Question: Which of these has the lowest HOMO energy?
Answer: C17H24N4O3